(1)
Molecular formula: C39H45AsO3P2PtSTe
Method: DFT, ωB97M-V/def2-TZVPD

```
! RIJCOSX wB97M-V def2-TZVPD def2/J DEFGRID3
* xyz 0 1
P 1.38295 1.56296 2.74913
Te 2.95509 0.50024 1.30805
C 6.33971 -1.06004 -2.90360
C -4.19340 4.50086 -0.63114
H -3.66280 -1.79338 -1.93470
H 1.09629 0.29805 5.49759
C 6.53816 -1.23238 0.02633
H 0.74154 -2.16205 5.53280
C -2.76458 -5.09762 0.54853
C -0.09322 4.74736 -2.00109
C -2.23018 3.11260 -0.45933
H -3.57181 3.67906 2.59465
C 0.45359 -1.50855 -1.64647
H 3.24633 2.39522 5.44111
H 2.13779 -0.49702 4.29549
H 3.80125 1.55610 3.98434
C -0.10701 -1.90156 -0.49153
H -1.85869 2.24895 -4.13548
H -3.03048 3.87150 -2.31043
H -0.65031 -0.86964 -4.02129
C -2.39204 3.05568 0.91875
H -2.98434 -5.44451 -1.55654
H 6.04412 -1.29930 0.99611
C -3.09788 0.51729 -4.34668
H 3.57155 -2.42684 -0.48605
H 0.61345 6.71741 -2.44742
C 4.22216 -2.37193 -1.35991
O 0.46231 2.34794 1.83866
H 0.55723 1.97947 -3.84366
H 7.13667 -0.32005 -2.97004
H 1.78302 6.02135 -4.51394
C -1.64065 -3.83042 -1.17191
C -3.45314 3.72514 1.51986
H -0.59812 5.06215 -1.09679
H 4.89924 -3.22798 -1.37208
C -0.12843 3.40965 -2.39166
C 0.40888 -3.85990 -5.21616
C -2.24558 1.36275 -3.64953
C 0.45130 -2.31749 -2.89473
H -2.17412 -0.28385 -0.69069
O 0.48407 0.51388 3.54468
Pt 0.75974 1.28696 -0.03664
H 3.57747 4.59465 4.26161
H -0.70765 -2.24261 -6.07935
H 0.38938 -4.46047 -6.11666
C -3.60489 -0.62137 -3.73631
C 1.24927 5.29110 -3.91948
C 0.54771 3.02028 -3.54810
C -0.99984 -3.03717 -0.21197
As 5.22433 -0.69070 -1.33120
O 1.96438 2.53286 3.86396
C 1.22673 3.95944 -4.30877
H 1.74599 3.64543 -5.20498
H -5.17276 4.96803 1.22158
H 6.77670 -2.05746 -2.84275
C 4.07873 3.69128 3.91557
C 3.31877 2.46367 4.35581
C -3.14266 3.83375 -1.23312
H 1.55468 -3.93274 -2.02745
C -2.42539 -0.06232 -1.72028
H 0.38514 -2.15247 3.80169
H -3.43931 -5.89343 0.83618
H -1.48135 -3.65114 -2.22497
C 1.07181 -3.56405 -2.92391
H -2.36095 -4.47302 2.56280
H 5.72714 -0.98983 -3.80190
C -3.27180 -0.90831 -2.41987
C -2.50464 -4.84592 -0.79180
H -3.36318 0.75008 -5.37017
H -4.89542 5.05921 -1.23685
H 4.14721 3.72152 2.82818
C 1.10006 -0.28330 4.57323
C 0.59231 5.68222 -2.76249
C -2.15869 -4.30485 1.51223
P -0.90420 2.18191 -1.29210
H 6.97773 -2.20026 -0.21805
H 5.08846 3.67108 4.32812
H 0.04981 -1.25249 0.36526
H -0.84310 -2.65971 1.88875
C -1.89291 1.06976 -2.33455
C -1.29708 -3.28885 1.13241
S 1.27176 0.02807 -1.88391
C -4.34888 4.44723 0.75059
C -0.17378 -1.84168 -4.04404
H -0.72350 -1.36267 4.93925
H 7.32780 -0.48431 0.09419
C 0.32384 -1.56824 4.71885
C 1.05196 -4.33056 -4.07878
C -0.20446 -2.61473 -5.19548
H 1.53619 -5.29882 -4.09039
H -1.68591 2.50338 1.52230
H -4.26206 -1.28356 -4.28544
H 3.59510 -2.38677 -2.24944
*
```

Properties
**Highest occupied orbital energy**: -6.918 eV
**Max |F|**: 0.00264 Eh/bohr
**Frontier orbital gap**: 7.092 eV
**ΔE to the lowest compared entry with this formula, charge and spin**: 18.4 kJ/mol
**Molar mass**: 1053.401 u



(2)
Molecular formula: C39H45BN10PdS3Se
Method: DFT, ωB97M-V/def2-TZVPD

```
! RIJCOSX wB97M-V def2-TZVPD def2/J DEFGRID3
* xyz 4 5
C 2.67815 -1.04384 4.57815
H -5.50361 2.96828 -1.75705
H 2.40167 -1.93297 -4.22893
H -0.70538 -4.84428 2.11704
H -4.74798 -2.48083 -2.14532
S 0.79756 2.45835 1.71846
C 2.05235 2.17565 -2.04211
H -4.64198 3.43621 0.42118
C 2.47192 0.01874 -3.31748
C -2.10470 -2.44899 -1.45515
C -3.27690 4.56672 -1.81750
H 4.41948 0.66811 -2.53834
H -3.42357 -0.54436 -3.09286
H 2.91375 0.18666 -5.41610
N -0.96246 -1.28713 0.14627
N 6.74099 -1.84833 4.87370
H 3.04705 4.46832 -0.93921
C -4.12008 -3.09074 -2.79753
H -4.88746 2.92339 -3.39897
C -3.02275 2.42874 -0.58793
H 5.91696 1.52743 1.27501
C 2.57291 0.83432 -4.61000
H -0.78419 -3.18447 -3.74551
C 4.54173 -2.24074 5.61707
H 4.46136 -0.81424 -3.49504
H -4.60360 1.74333 3.53561
C 1.69751 2.80629 -0.87325
H -3.58218 3.15702 3.71169
H -1.97662 -5.58278 1.12331
H -2.20587 1.51848 -3.04272
H 3.29860 1.64676 -4.53831
C 2.03199 4.23898 -0.61480
C -2.68490 -1.19936 -3.55693
H 3.83307 -0.86298 -1.84054
N 3.08488 0.28806 2.60585
H -1.70388 -0.72997 -3.49223
H -0.45075 -0.71897 5.45920
C -2.17401 -3.56375 -0.58109
C 3.88736 -0.26208 -2.75168
C 5.29805 0.93087 1.93045
H 1.60577 1.24889 -4.90002
H -2.22952 -3.69859 -4.62523
Se 6.82738 -3.05832 6.15624
H 6.92498 0.03160 3.02011
N -2.00393 1.57837 -0.47082
H 1.55732 -1.85340 -2.67840
C 3.91558 0.96412 1.81159
Pd 0.54940 0.09404 2.50261
C 5.49035 -1.53012 4.71863
C 5.85289 0.11501 2.89106
H -2.29137 4.91450 -1.50163
C -0.87668 -2.34577 0.97001
H -4.54678 -3.06347 -3.79912
H 3.45987 1.57255 1.04226
H -4.02468 4.94725 -1.11921
C 3.13869 -1.93718 5.56666
H 2.57833 2.72510 -2.81311
S 0.09801 -2.22014 2.37530
N 1.40161 -0.65608 4.55317
C -1.57211 -3.53662 0.64614
C 1.79358 0.79890 -2.22149
H -4.16707 -4.12789 -2.46235
C -3.48860 2.26323 1.77998
C 4.99886 -0.60855 3.72752
H -5.08319 3.27259 2.78549
H 1.91598 4.51711 0.42877
C 1.03789 1.99594 0.09096
N 0.60360 0.75412 -0.27899
N -1.55126 -1.32909 -1.05263
H -2.72242 -4.44638 -0.88369
S -1.77845 0.78046 3.31845
C 3.60489 -0.45271 3.58953
B -0.46652 0.09590 0.62888
C -2.26075 2.60276 -2.97196
C -2.67959 -2.55936 -2.85048
H -2.95420 -1.32852 -4.60399
N 0.99638 0.15986 -1.36885
H -3.49412 5.00187 -2.79161
N -1.69909 1.07697 0.70071
H -2.39378 -4.43687 2.38904
C -4.23713 2.62994 3.01398
C 0.93068 -2.00808 6.47567
H -1.75826 -4.52895 -3.14443
H -1.27170 2.98516 -2.70833
H 2.58041 -3.16730 7.23665
H 0.20667 -2.34356 7.20516
C 2.23360 -2.44981 6.50316
H 1.37284 4.87853 -1.20850
C -4.70706 2.56676 -2.38603
C -1.65640 -4.66769 1.61528
N 5.08772 -3.09359 6.43540
C 0.55972 -1.10354 5.48962
H -4.78473 1.47766 -2.38417
C -3.31084 3.03082 -1.93706
C -2.35385 1.39971 1.83880
H -2.53589 3.00235 -3.94585
C 1.76615 -1.31172 -3.59987
C -1.80344 -3.55369 -3.63311
C -3.80607 2.75772 0.53638
H 0.83588 -1.13265 -4.13866
*
```

Properties
**Highest occupied orbital energy (alpha / beta)**: -18.260 / -18.224 eV
**Max |F|**: 0.01832 Eh/bohr
**Frontier orbital gap (alpha / beta)**: 7.152 / 4.292 eV
**ΔE to the lowest compared entry with this formula, charge and spin**: 50.5 kJ/mol
**Molar mass**: 946.252 u



(3)
Molecular formula: C39H45InN3O3
Method: DFT, ωB97M-V/def2-TZVPD

```
! RIJCOSX wB97M-V def2-TZVPD def2/J DEFGRID3
* xyz 1 1
H 0.00810 1.99823 3.83726
H -2.91266 -5.76579 0.70745
C -1.74935 5.43417 0.08114
H -3.07097 3.75130 -3.55122
H -1.19199 5.32154 -3.93757
H -3.92888 -3.59203 -0.07339
O 2.45260 3.30472 -1.73228
C 1.46963 3.93209 2.48458
H 3.13771 0.38668 1.93490
C -0.71544 -0.88581 3.76429
H 2.94722 -4.21791 1.70836
H 1.58968 -6.44444 -0.19260
C 1.14735 -2.26329 -2.30182
C 1.44432 -4.25572 0.15832
H -2.26912 5.44854 -2.00947
H -1.07927 3.32132 3.37948
H -2.81472 -2.55637 -3.16990
H -2.31792 6.33237 0.33048
H 2.62018 -0.95600 0.91787
C 1.21635 -0.44493 2.32796
N 0.64400 1.99378 -0.93723
C -2.85527 -3.75031 -0.10698
C -2.39230 -1.60542 -2.82755
H 1.52524 -5.20152 2.14116
C -0.22138 3.15597 -0.58452
H 3.70971 2.13382 -3.72655
C -1.08324 4.71673 1.07840
H -2.33914 -1.19849 5.10073
C -1.29474 -0.96859 5.01951
O 0.36769 -0.20115 1.45075
H 4.16865 0.00405 -5.03493
H 2.13431 4.31970 1.70897
H -2.01987 -0.61242 -0.95478
C -0.59849 -2.96601 -0.67922
H 1.39272 -0.20076 6.92508
O 1.24023 -3.25775 -2.96131
C -0.45075 4.49641 -3.91324
H 1.92642 -3.39825 -0.30993
H 0.50952 4.90843 -3.56904
C 0.80376 -0.38367 6.04589
H -1.09425 5.09732 2.11409
H -1.27399 -1.09998 2.87030
H 2.12062 3.48203 3.22682
C 2.43440 1.13495 -2.33902
H -0.51374 -6.02404 0.79910
H 2.94168 -2.07633 -4.43246
C -0.51445 2.46320 2.99074
C 2.65064 -0.59715 1.94293
H 0.96614 2.13586 1.46609
H -4.31137 -0.23155 -1.32355
C 2.88817 -1.17180 -3.83491
H 3.18354 -1.28333 2.59044
H -2.93470 -0.77691 -3.31046
C 1.98618 -5.47481 -0.55697
C -2.28851 -4.95548 0.34978
H -0.35202 4.18963 -4.95776
C 1.82497 2.27595 -1.62279
H 2.43913 -0.01507 4.68465
C 3.53587 0.00999 -4.15353
H -1.03479 -0.78350 7.14839
C -1.71629 4.95281 -1.23255
H -1.24855 1.75905 2.59142
C 1.84808 -4.27273 1.62968
C -0.98819 3.38038 -3.03702
C -0.89539 -5.10672 0.39308
C 3.31809 1.18736 -3.41652
H 1.72734 -5.40028 -1.61252
C -2.58307 -1.51006 -1.29351
H 1.46754 -3.44452 2.23685
C 2.07116 -1.16636 -2.71752
C 0.63838 -0.58249 3.66986
N 0.23830 -1.94232 -1.29789
H -4.16273 -1.07459 0.19581
H -0.29166 2.51936 -3.15474
H 0.98069 4.78323 2.96576
H 3.07981 -5.54028 -0.50554
H -1.34750 -1.55173 -3.13098
C 1.39487 -0.31122 4.79865
C 0.43528 2.96295 1.90972
C -2.35256 2.91074 -3.54359
N 2.00055 -0.06607 -1.97797
In 0.33425 -0.01689 -0.63145
H -2.27542 2.57714 -4.60337
C -0.03805 -4.08608 -0.03614
C -4.03690 -1.18764 -0.88886
C -0.33067 3.58734 0.75335
H -2.80225 2.10748 -2.94749
C -0.55143 -0.69036 6.17695
C -0.99592 3.79666 -1.58298
C -1.99112 -2.75417 -0.62345
H -4.73002 -1.95219 -1.26795
*
```

Properties
**Highest occupied orbital energy**: -11.155 eV
**Max |F|**: 0.04391 Eh/bohr
**Frontier orbital gap**: 7.414 eV
**ΔE to the lowest compared entry with this formula, charge and spin**: 0.0 kJ/mol
**Molar mass**: 718.625 u



(4)
Molecular formula: C39H45N5P2V
Method: DFT, ωB97M-V/def2-TZVPD

```
! RIJCOSX wB97M-V def2-TZVPD def2/J DEFGRID3
* xyz 2 2
C -0.07242 -4.21184 1.99532
C -1.12290 0.69408 1.13607
H -2.23192 -1.57724 2.23892
C 1.02264 1.80974 -4.98518
H -0.48135 -2.03734 -5.74140
C -1.12684 -3.43108 2.47206
C -0.70182 -1.46600 -2.49424
C 4.67624 -2.95610 -0.28592
C 0.76084 -0.87960 -2.68680
H -0.36230 -0.04457 3.03091
H 1.99882 0.09195 0.72313
H 2.83036 1.47164 -0.11446
H 4.48005 -0.60433 -3.82710
C -4.74292 0.65486 -3.25581
H 4.15555 -4.79220 -1.48191
C -5.09548 -3.35503 -2.19707
C -3.91033 2.75331 -3.56151
C -2.19793 2.80054 2.63512
C -0.98153 2.10819 -6.49224
C 2.03809 0.70926 -0.19078
C -1.52678 1.76108 3.28962
C -4.32467 -2.38349 -2.82743
H 1.48918 -4.40684 0.50782
H -4.39910 -1.97076 -3.82794
N -3.40504 0.62850 -2.83626
C 0.48478 -2.51404 0.38148
H -5.35591 -0.24276 -3.23009
H 2.49642 -3.09215 -2.82571
C -1.84305 1.13008 -5.75688
N 3.33457 0.77967 -2.60193
H -0.62477 -2.29541 -1.75838
H 1.73954 2.24757 -4.25724
H -1.03525 -1.95309 -3.43445
C 0.17196 2.76950 -5.72229
C -4.71753 -3.38889 -0.82305
H -1.01080 -1.36958 -7.26736
C -5.06972 1.92681 -3.72164
H 1.43803 -1.13618 -6.64816
P -2.30739 -0.51194 -1.78829
C -0.93324 0.75419 2.54434
H -2.69612 3.71269 0.76424
H -5.07270 -4.05224 -0.05343
H 0.72769 3.40016 -6.44546
H -1.70214 1.85248 -0.60456
H -2.54733 -0.83595 -5.21707
H 4.43438 3.74317 -3.65122
H -1.92160 2.20247 -2.70896
H 2.67765 2.71343 -1.85802
H -0.62174 1.65916 -7.42751
H 1.11073 -2.12066 -0.43444
C -1.66847 1.83896 0.48340
H -2.89967 1.44576 -5.78657
H -3.28405 -2.02390 0.25926
H 0.12946 -5.17579 2.45018
H 1.07247 1.22608 -0.26739
H 5.41822 -3.29188 0.41365
C 3.30402 2.18569 -2.55363
C 4.25604 0.42458 -3.61151
H -5.84318 -3.97903 -2.65969
C -0.53201 -1.66145 0.91692
N -0.68722 -0.38741 0.43032
V -0.45213 0.67009 -4.38069
C -1.66477 -0.28870 -5.56787
H 5.55493 1.64721 -4.93044
H -2.63796 3.58638 3.24391
C 4.20146 -1.66096 -0.37386
H -0.19640 3.51117 -4.98441
H -1.42290 1.71502 4.37592
H 4.42586 -0.74742 0.15901
H 1.24554 -1.60474 -3.36407
C 4.20074 2.70450 -3.48779
H -3.79635 3.80553 -3.83358
C -2.92669 1.94115 -3.01579
C -3.75778 -2.41791 -0.62972
C 0.70898 -3.77100 0.92099
P 2.26121 -0.30603 -1.63343
H -6.04298 2.23800 -4.11042
C 4.01080 -3.74090 -1.28855
C 3.14973 -2.91548 -1.97460
H -1.78162 -3.78200 3.26390
H 0.70104 0.27646 -7.37336
C -0.63579 -1.08333 -6.26849
N 3.24627 -1.62820 -1.40655
C 4.79695 1.58780 -4.16618
H -1.61710 2.96637 -6.79028
C -2.22529 2.85775 1.23877
C 0.71199 -0.33553 -6.46938
C -1.38742 -2.19034 1.91420
N -3.46709 -1.79786 -1.87292
C 1.23277 0.42202 -5.33701
H 2.11464 -0.02387 -4.88283
H 0.80246 0.18128 -3.15264
*
```

Properties
**Highest occupied orbital energy (alpha / beta)**: -12.521 / -12.960 eV
**Max |F|**: 0.07649 Eh/bohr
**Frontier orbital gap (alpha / beta)**: 6.337 / 6.355 eV
**Molar mass**: 696.716 u



(5)
Molecular formula: C39H46As2FIrN5O10S
Method: DFT, ωB97M-V/def2-TZVPD

```
! RIJCOSX wB97M-V def2-TZVPD def2/J DEFGRID3
* xyz 0 2
C 2.36491 0.87510 -3.93498
O -1.36241 1.92432 2.93576
C -4.39986 0.92890 -3.68592
H 3.51948 0.20123 -5.59803
H -3.24437 3.12976 1.33876
H -0.60536 3.22437 0.41453
H 2.78062 -1.80122 0.81006
H -1.55302 2.74148 -3.89894
H -3.82568 2.65546 -4.81701
C -1.20910 6.39700 -2.72491
H 0.26727 4.19475 -5.65880
H 6.07652 1.10241 -5.79435
H 3.24962 2.23875 3.66439
C 5.50158 2.03006 -5.76184
H -0.63394 6.08790 -4.76584
H 0.57938 2.73557 -4.71327
O -1.69260 0.07288 6.39072
C 0.07173 4.48952 -3.54087
H -1.28378 8.46649 -3.29915
H -2.65212 7.50883 -3.85765
H -2.35773 -0.72891 -1.55610
O -1.42708 1.22811 0.17703
C 0.46534 2.54460 4.99181
N -0.42898 1.88166 5.81157
C 0.10020 3.98518 -2.23162
H 1.89507 -1.09595 -4.62724
C -4.46717 -2.42808 3.66821
H 4.12855 -1.39835 -0.25174
H 1.92422 3.34332 3.21369
C -4.44252 -0.13098 2.89845
As 0.73975 2.18252 -1.72929
H -4.66024 -0.78132 -2.41773
H -4.96546 -3.22724 4.20187
H -1.13638 2.47468 6.21280
C 4.33116 2.83989 -3.67434
H -2.72619 -3.61476 3.13631
O -0.72186 -3.19210 1.52631
F 0.30937 -1.58592 5.31834
H -0.84336 4.89091 0.94844
H 0.77102 4.29798 0.56222
H 5.10471 3.59271 -3.55293
H 5.07177 2.18038 -6.75354
C 1.39550 -0.26960 -4.11809
H 2.95312 3.29638 -0.69098
H -6.06211 -1.03203 3.97173
O -3.58280 2.22497 1.39411
H 2.66443 -0.02583 -1.51298
O 0.56060 3.75567 4.97485
C 2.21485 1.64234 1.91422
H -5.41090 0.90742 -4.07395
C -0.59181 5.69056 -3.75468
H 2.02229 -0.23439 3.92567
C -0.70420 0.51923 5.84304
H -2.54411 7.99033 -2.15777
C 3.27728 2.80642 -2.77178
C 2.22339 2.30481 3.31022
C -0.43889 4.70966 -1.16367
C 0.34645 -0.24846 5.20385
C 1.27678 0.34255 4.45896
H -4.91341 0.83740 2.79933
H 0.53903 0.03109 -4.72860
H 0.27626 -2.23064 -2.38510
O -1.70383 -1.47598 0.11975
H -0.56926 -2.46248 -1.00548
O -0.14784 -0.80966 1.83125
N 2.35367 -0.32186 -0.59180
C -3.22315 -2.65308 3.09508
H 6.18332 2.85386 -5.55335
O 1.15830 1.67812 1.20815
C -3.18526 -0.33401 2.35545
H 2.67894 0.38874 0.11322
C -1.96867 7.66179 -3.02202
C 0.70852 3.81644 -4.73698
C -2.22536 1.96063 -3.58222
H 1.01604 -0.60416 -3.16436
H 2.56560 4.60886 -1.80869
C -5.07756 -1.18551 3.54771
As -2.16940 1.19423 1.72852
C -2.67752 -0.00233 -2.28334
N -0.45952 0.99365 -2.20796
C 1.31428 -3.22576 -0.90670
O 3.31947 1.14904 1.55273
H 1.78241 4.01554 -4.76364
H 3.41511 -3.54989 -0.92140
C 3.05094 -1.56960 -0.22190
C -3.51242 1.91223 -4.09323
S -1.17866 -1.82951 1.46510
H 1.13565 -3.39496 0.15143
H 1.16562 -4.17564 -1.42241
C 3.26176 3.78942 -1.61860
C 3.44006 0.94838 -4.81298
C 2.24850 1.86902 -2.94633
C 2.71849 -2.73601 -1.12761
C -3.97317 -0.01910 -2.76710
H 4.25243 4.21235 -1.46613
C -2.60003 -1.59931 2.45741
N 0.34492 -2.22309 -1.37421
C -0.28068 4.25492 0.26794
Ir 0.16317 -0.02768 -0.33064
C 4.40827 1.94647 -4.73081
H -1.54118 6.45549 -0.61054
C -1.77796 0.99904 -2.66841
C -1.09868 5.90394 -1.43412
H 2.84911 -2.43902 -2.17725
N 1.32824 1.70667 4.29701
*
```

Properties
**Highest occupied orbital energy (alpha / beta)**: -7.884 / -7.988 eV
**Max |F|**: 0.04525 Eh/bohr
**Frontier orbital gap (alpha / beta)**: 6.271 / 5.750 eV
**Molar mass**: 1137.948 u